a) An isolated ion of composition C4H11N2O2 and charge +1. Source: OMol25; level of theory: ωB97M-V with the def2-TZVPD basis set.

Its net charge is +1. The value obtained for the HOMO-LUMO gap is 0.39562 hartree.

Each line ends with the Löwdin charge.
Element x y z (Å)
N  -2.10  1.20  0.40  0.17
C  -1.04  1.29  -0.50  -0.46
O  -0.65  2.28  -1.05  0.12
C  -0.21  -0.02  -0.71  -0.17
N  1.13  0.51  -1.23  0.23
C  0.09  -0.67  0.62  -0.14
C  0.81  -2.05  0.61  -0.24
O  1.66  -2.13  1.74  -0.03
H  -2.80  0.56  0.05  0.12
H  -2.47  2.14  0.50  0.13
H  -0.61  -0.67  -1.48  0.17
H  0.94  0.87  -2.17  0.18
H  1.87  -0.19  -1.37  0.18
H  1.45  1.24  -0.60  0.17
H  -0.76  -0.78  1.29  0.12
H  0.73  -0.05  1.26  0.14
H  1.45  -2.22  -0.27  0.12
H  0.01  -2.78  0.57  0.12
H  1.28  -2.75  2.33  0.09

***

b) An isolated ion of composition C4H11N2O2 and charge +1. Source: OMol25; level of theory: ωB97M-V with the def2-TZVPD basis set.

Its net charge is +1. The value obtained for the HOMO-LUMO gap is 0.33908 hartree.

Each line ends with the Löwdin charge.
Element x y z (Å)
C  -0.51  0.40  1.33  -0.15
C  1.34  -1.03  0.07  -0.21
C  -0.25  0.44  -0.21  -0.29
C  -1.47  0.06  -1.06  -0.03
N  1.04  -1.35  1.43  0.02
N  0.30  1.74  -0.66  0.21
O  0.60  -0.17  2.01  -0.11
O  1.30  -1.93  -0.87  0.11
H  -0.89  1.17  1.92  0.12
H  -1.37  -0.18  1.44  0.10
H  2.05  -0.25  -0.28  0.15
H  -1.53  -1.02  -1.06  0.09
H  -1.28  0.24  -2.09  0.07
H  -2.33  0.53  -0.66  0.08
H  0.32  -2.16  1.55  0.20
H  1.21  1.84  -0.35  0.12
H  -0.18  2.56  -0.28  0.18
H  0.40  1.92  -1.69  0.20
H  1.23  -2.81  -0.56  0.12

***

c) A 2-piece molecular cluster, C4H11N2O2 overall. Source: OMol25; level of theory: ωB97M-V with the def2-TZVPD basis set.

Its net charge is +1. The value obtained for the HOMO-LUMO gap is 0.39278 hartree.

Each line ends with the Löwdin charge.
Element x y z (Å)
C  2.35  0.33  0.36  -0.27
C  -1.62  -0.16  -1.39  0.09
C  -2.27  -0.08  0.91  -0.04
C  -1.70  0.61  -0.30  -0.37
N  4.19  -1.14  0.41  0.06
N  -1.06  1.91  -0.15  0.23
O  1.58  1.19  -0.04  0.01
O  3.25  -0.39  -0.35  -0.08
H  -2.32  -0.98  -1.49  0.09
H  2.42  0.16  1.50  0.17
H  -1.58  0.31  -2.38  0.09
H  -3.29  -0.75  0.66  0.17
H  -2.45  0.77  1.58  0.08
H  -1.73  -0.80  1.38  0.04
H  3.70  -2.03  0.68  0.11
H  4.89  -1.42  -0.33  0.13
H  -0.13  1.68  0.31  0.15
H  -0.83  2.15  -1.12  0.17
H  -1.65  2.63  0.27  0.19

***

Relative calculated energies, zero for the most stable structure, unit hartree: a) 0.0000; b) 0.1624; c) 0.1243.

***

a) A 2-piece molecular cluster, C4H11N2O2 overall. Source: OMol25; level of theory: ωB97M-V with the def2-TZVPD basis set.

Its net charge is +1. The value obtained for the HOMO-LUMO gap (alpha / beta) is 0.34321 / 0.22415 hartree.

Each line ends with the Löwdin charge.
Element x y z (Å)
C  0.66  1.29  -0.49  0.02
C  0.74  -0.39  1.43  0.04
C  2.01  -0.73  -0.72  -0.05
C  0.79  -0.26  -0.17  -0.56
N  -3.01  0.61  -0.47  0.12
N  -0.22  -1.24  -0.38  0.13
O  -3.92  0.04  0.23  0.04
O  -1.41  -1.03  -0.47  0.10
H  -0.22  1.67  0.00  0.07
H  1.53  1.73  0.08  0.13
H  0.51  1.52  -1.45  0.05
H  0.52  -1.43  1.76  0.12
H  -0.01  0.21  1.76  0.04
H  1.73  0.05  1.70  0.12
H  2.71  0.10  -1.18  0.16
H  2.64  -1.07  0.02  0.07
H  1.87  -1.51  -1.41  0.09
H  -3.56  -0.01  1.20  0.21
H  -3.36  0.47  -1.42  0.11

***

b) C4H11N2O2 as an isolated structure. Source: OMol25; level of theory: ωB97M-V with the def2-TZVPD basis set.

Its net charge is +1. The value obtained for the HOMO-LUMO gap is 0.38398 hartree.

Each line ends with the Löwdin charge.
Element x y z (Å)
C  -1.78  -0.09  -0.02  -0.32
C  -2.79  1.03  0.02  0.04
C  3.03  -0.70  -0.17  -0.01
C  1.97  0.13  0.45  -0.29
N  -2.26  -1.33  0.04  0.24
N  -0.50  0.05  -0.14  -0.01
O  1.74  1.28  -0.07  0.05
O  0.48  -0.82  -0.02  -0.07
H  -3.46  0.96  -0.71  0.04
H  -3.25  1.10  1.04  0.12
H  -2.23  2.02  -0.13  0.12
H  2.89  -1.77  0.01  0.11
H  3.91  -0.39  0.37  0.10
H  3.08  -0.57  -1.31  0.14
H  1.92  0.16  1.56  0.18
H  -3.25  -1.30  0.10  0.12
H  -1.77  -2.13  0.09  0.08
H  0.03  0.96  -0.15  0.16
H  2.23  1.41  -0.96  0.20

***

Relative calculated energies, zero for the most stable structure, unit hartree: a) 0.2180; b) 0.0000.

***

a) A 2-piece molecular cluster, C2H7BrN2 overall. Source: OMol25; level of theory: ωB97M-V with the def2-TZVPD basis set.

The value obtained for the HOMO-LUMO gap is 0.22850 hartree.

Each line ends with the Löwdin charge.
Element x y z (Å)
C  -0.75  1.71  0.04  -0.03
C  -0.04  -1.82  -0.06  -0.11
N  -0.11  0.42  -0.09  -0.01
N  -0.77  -0.68  -0.12  0.07
Br  3.23  0.25  0.35  -0.41
H  -0.23  2.30  0.72  0.06
H  -0.88  2.35  -0.84  0.10
H  -1.85  1.66  0.39  0.13
H  -0.58  -2.64  0.46  0.13
H  -0.06  -2.28  -0.98  0.09
H  1.01  -1.65  0.11  0.04
H  1.04  0.37  0.03  -0.04

***

b) C2H7BrN2 in the gas phase. Source: OMol25; level of theory: ωB97M-V with the def2-TZVPD basis set.

The value obtained for the HOMO-LUMO gap is 0.31303 hartree.

Each line ends with the Löwdin charge.
Element x y z (Å)
C  0.81  0.94  0.39  -0.07
N  -0.01  0.04  -0.36  -0.45
C  0.22  -1.41  -0.29  -0.02
N  -1.15  0.40  -0.76  -0.28
Br  -2.69  0.25  0.80  0.14
H  1.64  0.33  0.75  0.08
H  1.25  1.72  -0.18  0.07
H  0.11  1.27  1.32  0.13
H  1.41  -1.48  -0.37  0.14
H  -0.10  -1.61  0.67  0.04
H  -0.26  -2.03  -0.95  0.06
H  -1.23  1.57  -1.02  0.17

***

Relative calculated energies, zero for the most stable structure, unit hartree: a) 0.0000; b) 0.0231.